[1]
{
  "formula": "C23H35N3O3P2S2Ti",
  "method": "ωB97M-V with the def2-TZVPD basis set",
  "total_charge": 0,
  "multiplicity": 3,
  "lumo_energy_ev": [0.27, 0.26],
  "homo_lumo_gap_ha": [0.2022, 0.2734],
  "symbols": ["Ti", "N", "C", "C", "N", "H", "H", "H", "H", "H", "H", "H", "H", "C", "C", "C", "C", "C", "C", "C", "C", "C", "S", "C", "N", "H", "H", "H", "H", "H", "H", "H", "H", "C", "P", "C", "C", "C", "C", "C", "C", "C", "P", "C", "C", "H", "H", "H", "H", "H", "H", "H", "H", "H", "H", "H", "H", "H", "H", "H", "H", "C", "S", "O", "O", "O", "H", "H", "H"],
  "coordinates": [[-0.29878, 0.52267, 0.76930], [-0.33731, 0.86379, 2.92086], [-0.17192, -0.41140, 3.64752], [0.92763, -1.23078, 2.99096], [0.59975, -1.41020, 1.55814], [0.28431, 1.57273, 3.29022], [-1.30190, 1.18845, 3.03286], [-1.11310, -0.95454, 3.59210], [0.05895, -0.26234, 4.70246], [1.03853, -2.18160, 3.51527], [1.87627, -0.69346, 3.05431], [-0.34124, -1.79412, 1.47207], [1.24554, -2.04118, 1.10497], [3.03818, -0.19607, 0.09787], [2.68741, 1.08903, 0.81021], [3.68853, 1.78778, 1.45740], [3.44588, 3.01578, 2.04771], [2.15223, 3.60023, 1.90693], [1.85641, 4.88233, 2.39387], [0.60655, 5.43405, 2.20812], [-0.37741, 4.72142, 1.53518], [-0.12807, 3.44027, 1.04731], [-1.38218, 2.56980, 0.17239], [1.14549, 2.85556, 1.23911], [1.38371, 1.55344, 0.76193], [3.80285, -0.00597, -0.66024], [2.17727, -0.63072, -0.39995], [3.45874, -0.93327, 0.78837], [4.68177, 1.35416, 1.48975], [4.22601, 3.56103, 2.56367], [2.63627, 5.43536, 2.90456], [0.39226, 6.42853, 2.58031], [-1.35851, 5.15001, 1.37519], [-2.84814, -3.12039, -3.07615], [-1.98174, -2.44598, -1.58277], [-2.10747, -3.92263, -0.48522], [-0.26282, -2.55790, -2.22384], [0.32733, -3.76846, -2.57554], [1.57988, -3.81415, -3.16880], [2.25049, -2.63332, -3.43265], [1.68616, -1.41787, -3.07578], [0.43727, -1.35032, -2.45207], [-0.14976, 0.26520, -1.74190], [1.08168, 1.47160, -2.36197], [-1.52842, 0.72585, -2.86590], [-2.49165, -4.12009, -3.33137], [-2.67907, -2.45762, -3.92597], [-3.91981, -3.16134, -2.87328], [-1.99713, -4.85553, -1.03837], [-3.09008, -3.89481, -0.01332], [-1.36025, -3.88529, 0.30927], [-0.20448, -4.69588, -2.39482], [2.02133, -4.76627, -3.43494], [3.22247, -2.65565, -3.91089], [2.23918, -0.50968, -3.27342], [1.12549, 1.46683, -3.45206], [2.06991, 1.29360, -1.94430], [0.74049, 2.44763, -2.01755], [-1.20735, 0.59084, -3.89842], [-1.75977, 1.77525, -2.68185], [-2.41821, 0.12734, -2.67809], [-4.13286, 0.62826, 0.26944], [-3.29180, -0.18875, 1.61164], [-3.99311, -1.41597, 1.88328], [-3.19493, 0.74195, 2.71775], [-1.90017, -0.51159, 1.08705], [-4.20462, 1.68371, 0.51454], [-5.11191, 0.16406, 0.18369], [-3.54625, 0.48662, -0.63611]],
  "atomic_forces_ev_per_a": [[0.5584, 0.1925, -0.5371], [-0.4222, -0.2546, 0.6464], [0.1825, 0.0406, -0.1157], [-0.0167, 0.0575, -0.0545], [-0.3108, -0.0021, 0.3738], [0.0779, 0.1265, -0.1145], [0.0133, 0.0765, 0.1957], [-0.0985, -0.0064, 0.0135], [0.0120, 0.0344, 0.0465], [0.0061, -0.0675, -0.0014], [0.0482, 0.0067, -0.0368], [0.1617, -0.4202, 0.1206], [0.0678, 0.0452, -0.1121], [-0.0092, 0.2285, 0.1360], [0.0760, -0.0024, -0.0979], [-0.0984, 0.0857, 0.0352], [0.0337, 0.0254, 0.0415], [0.0099, -0.1594, 0.0313], [0.0187, 0.0000, -0.0209], [0.0048, 0.0420, 0.0208], [-0.0085, -0.0441, 0.0150], [0.1318, 0.0875, 0.0350], [-0.0358, 0.2996, -0.0921], [0.0762, 0.3791, -0.0777], [1.1145, 0.4840, 0.2000], [-0.0237, -0.0472, -0.0209], [-0.0213, -0.0781, -0.0583], [-0.0565, -0.0397, -0.0240], [-0.0123, -0.0027, -0.0349], [-0.0228, -0.0247, -0.0185], [-0.0160, -0.0106, -0.0097], [-0.0081, -0.0197, -0.0087], [0.0185, -0.0022, 0.0120], [0.0415, 0.0640, 0.1812], [-0.1689, -0.1813, -0.0606], [0.0071, 0.1545, -0.0663], [0.1306, 0.3949, -0.0063], [-0.0432, 0.0184, -0.0435], [-0.0418, -0.0737, 0.0218], [0.0927, 0.0334, -0.0590], [-0.0755, 0.0442, 0.0652], [0.1779, -0.1393, 0.1095], [0.0124, -0.4188, -1.1788], [-0.0623, -0.0917, 0.0048], [-0.0295, 0.0067, 0.1888], [-0.0066, 0.0093, -0.0235], [-0.0275, 0.0066, 0.0251], [0.0175, -0.0135, -0.0321], [0.0090, -0.0547, 0.0452], [-0.0012, -0.0389, 0.0147], [-0.0109, 0.0443, -0.0269], [-0.0051, 0.0193, -0.0060], [-0.0014, 0.0048, 0.0092], [-0.0249, 0.0150, 0.0118], [0.0222, -0.0308, -0.0035], [0.0167, -0.0061, -0.0036], [-0.0014, 0.0173, 0.0085], [-0.0124, 0.0162, 0.0283], [-0.0175, 0.0158, -0.0283], [-0.0112, 0.0195, -0.0206], [0.0500, -0.0061, 0.0030], [0.2033, -0.0144, 0.0730], [-0.5322, -0.2762, 0.3502], [0.1105, -0.0824, -0.1635], [0.0921, -0.0175, -0.0695], [-1.2840, -0.4639, 0.2585], [0.0047, -0.0019, -0.0573], [0.0218, 0.0332, -0.0178], [-0.1037, -0.0363, -0.0191]]
}



[2]
{
  "formula": "C23H35N3O4S",
  "method": "ωB97M-V with the def2-TZVPD basis set",
  "total_charge": 0,
  "lumo_energy_ev": 0.60,
  "homo_lumo_gap_ha": 0.3350,
  "smiles": "CC[C@H](C)NC(=O)[C@H]1CC[C@@H](CNS(=O)(=O)c2ccc3c(c2)C[C@H](C)N3C(C)=O)CC1",
  "symbols": ["C", "C", "C", "C", "N", "C", "O", "C", "C", "C", "C", "C", "N", "S", "O", "O", "C", "C", "C", "C", "C", "C", "C", "C", "C", "N", "C", "C", "O", "C", "C", "H", "H", "H", "H", "H", "H", "H", "H", "H", "H", "H", "H", "H", "H", "H", "H", "H", "H", "H", "H", "H", "H", "H", "H", "H", "H", "H", "H", "H", "H", "H", "H", "H", "H", "H"],
  "coordinates": [[2.48968, 1.32774, -3.54837], [2.10136, 1.14789, -2.08751], [3.30252, 0.92099, -1.16070], [3.98827, -0.42236, -1.39667], [2.87565, 1.02554, 0.23330], [1.96396, 0.22618, 0.82353], [1.46719, -0.74772, 0.29097], [1.56297, 0.68413, 2.22138], [1.19023, -0.51313, 3.09352], [0.61144, -0.07144, 4.43495], [-0.58493, 0.87183, 4.27606], [-1.80149, 0.12011, 3.72119], [-2.86007, 1.02247, 3.32318], [-4.03166, 0.28460, 2.37161], [-5.06180, 1.26207, 2.17947], [-4.40179, -0.99134, 2.92446], [-3.12642, 0.02201, 0.85992], [-2.68679, 1.11468, 0.13878], [-1.99347, 0.93963, -1.05122], [-1.76968, -0.35695, -1.49079], [-2.21414, -1.45726, -0.74873], [-2.89555, -1.27679, 0.43253], [-1.87393, -2.72368, -1.47086], [-0.94045, -2.24159, -2.59758], [0.51657, -2.54493, -2.25052], [-1.15528, -0.79060, -2.66517], [-0.87509, 0.01054, -3.73445], [-0.42032, -0.69436, -4.99410], [-1.00982, 1.21627, -3.69651], [-0.19099, 2.06239, 3.39873], [0.35801, 1.61785, 2.04908], [1.60678, 1.58941, -4.12479], [3.21971, 2.12759, -3.65645], [2.91443, 0.41655, -3.96201], [1.41634, 0.30841, -1.98143], [1.57428, 2.04404, -1.75157], [4.03031, 1.72507, -1.31998], [4.37231, -0.47661, -2.41064], [4.81880, -0.54284, -0.70460], [3.28099, -1.22969, -1.23493], [3.18339, 1.83700, 0.74311], [2.38653, 1.23519, 2.68902], [0.47605, -1.12860, 2.54647], [2.07937, -1.12406, 3.26634], [0.31299, -0.95101, 5.00842], [1.38867, 0.44697, 5.00232], [-0.85851, 1.25798, 5.26537], [-1.53377, -0.42742, 2.81696], [-2.15291, -0.61297, 4.45989], [-3.29129, 1.51142, 4.09460], [-2.90167, 2.10099, 0.51688], [-1.65302, 1.78128, -1.62953], [-3.26350, -2.09916, 1.02526], [-1.37641, -3.44358, -0.82285], [-2.78085, -3.18965, -1.86363], [-1.20410, -2.69964, -3.55471], [0.76866, -2.08635, -1.29700], [1.19525, -2.16175, -3.00821], [0.66055, -3.62003, -2.17690], [-1.19979, -1.36373, -5.35270], [0.48749, -1.26653, -4.83039], [-0.23258, 0.06139, -5.75212], [-1.06259, 2.69765, 3.24129], [0.56947, 2.64595, 3.92432], [-0.41798, 1.09676, 1.48760], [0.65244, 2.49517, 1.46715]],
  "atomic_forces_ev_per_a": [[-0.1102, -0.0460, 0.2026], [0.2445, 0.1352, -0.1059], [-0.2962, -0.2814, -0.1309], [0.0030, 0.2217, -0.0180], [0.3580, 0.3304, -0.0921], [0.2655, 0.4055, 0.6368], [-0.2137, -0.3212, -0.1890], [-0.3287, -0.3133, -0.2287], [0.1352, 0.1390, 0.0746], [-0.1549, -0.0129, -0.0533], [-0.0408, 0.1122, -0.0805], [0.4529, -0.2885, 0.2746], [-0.5996, -0.2306, -0.6901], [0.1157, 0.3227, 0.3548], [0.1055, 0.1946, -0.0841], [0.2698, -0.0770, -0.2222], [-0.2917, -0.0130, 0.5837], [-0.0182, 0.0176, -0.0965], [-0.0250, 0.2170, 0.0114], [-0.3270, 0.0252, 0.4930], [0.0987, 0.2380, -0.0687], [0.0486, -0.0463, -0.0397], [-0.1621, 0.0063, -0.1093], [0.4370, -0.5763, -0.1453], [-0.2383, 0.0097, -0.0680], [-0.1410, 0.0321, 0.0630], [0.1285, -0.1682, -0.3606], [-0.0315, 0.2196, -0.0076], [-0.0202, 0.2724, 0.0065], [-0.0983, -0.0737, -0.0253], [0.1219, 0.1628, 0.2689], [-0.0451, 0.0347, -0.1381], [0.1081, 0.0866, -0.0846], [0.0821, -0.0949, -0.1115], [-0.0841, -0.0277, 0.0793], [-0.0477, -0.0170, 0.0460], [-0.0942, -0.0433, 0.0449], [0.0782, -0.0425, -0.1329], [0.0929, -0.0395, 0.0272], [-0.0414, -0.0910, -0.0171], [-0.0716, -0.1000, 0.0539], [0.0041, 0.0243, -0.0199], [0.0488, -0.0528, -0.0531], [-0.0492, -0.0835, -0.0407], [0.0508, -0.0276, 0.0971], [-0.0006, -0.0164, 0.0973], [0.0053, -0.0287, -0.0088], [0.1637, -0.1241, 0.0816], [0.0984, 0.0129, -0.1182], [-0.2957, 0.1250, 0.0408], [0.0317, 0.1989, -0.0237], [-0.0027, 0.0242, 0.0064], [-0.0180, -0.1638, 0.0365], [0.0392, -0.0544, -0.0438], [0.0235, -0.0316, -0.0073], [-0.0112, 0.0794, 0.1246], [0.0479, 0.0215, 0.0641], [0.1063, 0.0470, -0.0702], [0.0347, -0.1453, -0.0025], [-0.0192, -0.1089, -0.0307], [0.0665, -0.1211, 0.0040], [-0.0057, 0.0162, 0.0563], [0.0771, 0.1184, 0.0343], [0.0047, 0.0660, 0.0339], [-0.0004, -0.0416, -0.1055], [-0.0647, -0.0131, -0.0738]]
}



[3]
{
  "formula": "C23H35N3O5S",
  "method": "ωB97M-V with the def2-TZVPD basis set",
  "total_charge": 0,
  "lumo_energy_ev": -0.40,
  "homo_lumo_gap_ha": 0.2590,
  "symbols": ["C", "H", "C", "C", "H", "C", "N", "C", "C", "H", "H", "H", "H", "H", "C", "C", "C", "N", "C", "O", "C", "H", "H", "S", "O", "O", "C", "C", "C", "O", "C", "N", "C", "C", "C", "C", "C", "C", "H", "O", "C", "H", "H", "H", "H", "H", "H", "C", "H", "H", "H", "H", "H", "H", "H", "H", "H", "H", "H", "H", "H", "H", "H", "H", "H", "H", "H"],
  "coordinates": [[5.32307, 0.37056, -0.36046], [5.39308, -0.70495, -0.66288], [4.48921, 1.21887, -1.39893], [2.94384, 0.61599, -1.26001], [2.85555, -0.58803, -1.64537], [1.88806, 1.36743, -2.08770], [0.44810, 0.99160, -1.89640], [0.19586, -0.21934, -2.57463], [-1.25045, -0.30347, -3.11501], [-1.26115, 0.31626, -3.86168], [-1.44640, -1.13970, -3.35688], [-2.04762, 0.02104, -2.37274], [0.94780, -0.71638, -3.34423], [0.34721, -0.86167, -1.57847], [-0.12685, 1.55924, -0.97721], [-0.84901, 2.90651, -0.95993], [-1.30820, 3.37002, 0.25621], [-2.42020, 2.64404, 0.85350], [-2.00258, 1.89894, 1.65951], [-1.09047, 1.79392, 2.45822], [-3.29730, 0.84338, 1.96716], [-2.95333, 0.06542, 2.70225], [-3.98977, 1.45333, 2.74937], [-4.25760, 0.30941, 0.78068], [-5.51380, 1.00622, 0.43958], [-3.38295, 0.52586, -0.62234], [-4.29941, -1.74602, 0.82601], [-2.92943, -1.90514, 0.46966], [-2.61485, -2.85763, -0.44418], [-1.15345, -2.94479, -0.39678], [-0.83201, -2.07210, 0.56734], [-1.90656, -1.69723, 1.10061], [0.57547, -1.97606, 1.01004], [1.51120, -2.92016, 0.36900], [2.82009, -2.67704, 0.76831], [3.23030, -1.46598, 1.75183], [2.22817, -0.86676, 2.13444], [0.87120, -1.03412, 2.21105], [0.06303, -0.40983, 2.37710], [2.52308, 0.16611, 3.30298], [1.76193, 0.73962, 4.05818], [0.90725, 0.25969, 4.76668], [0.95175, 1.34795, 3.24755], [2.20836, 1.35263, 4.55327], [4.10842, -1.46059, 1.94458], [3.78376, -3.27673, 0.30018], [1.34617, -3.63757, -0.30762], [-3.11247, -3.63013, -1.63929], [-4.04039, -3.99936, -1.41100], [-3.77747, -2.66794, -2.30937], [-2.52107, -4.06681, -2.26904], [-5.04545, -1.87843, 0.09069], [-4.41490, -1.66713, 1.76120], [-3.12783, 2.46062, 0.29008], [-1.64941, 4.45445, 0.12936], [-0.51521, 3.71232, 1.16742], [-0.06675, 3.56940, -1.56716], [-1.65675, 2.82123, -1.76437], [-0.85615, 0.95396, -0.53736], [0.73490, 1.64356, 0.28081], [2.32018, 1.25518, -3.26798], [2.08862, 2.50829, -1.80455], [2.62308, 0.75203, -0.25680], [4.22795, 2.16455, -1.03620], [4.67720, 0.88920, -2.37034], [5.02075, 0.44520, 0.62711], [6.30262, 0.61701, -0.51504]],
  "atomic_forces_ev_per_a": [[-1.2625, -0.9192, -3.4756], [-0.8314, 0.6083, 0.2214], [-3.8559, -4.6254, 3.1243], [0.0596, -2.6265, -2.1252], [0.5535, 3.1319, 1.4996], [2.4714, 2.6014, -2.5666], [9.2286, -0.3461, -10.1477], [-1.0340, -4.3818, 2.9742], [2.6428, 7.9662, 8.2163], [-0.4692, 3.5245, -4.5588], [-2.5766, -11.2470, -3.4518], [1.1861, -0.2596, -0.5830], [-1.1505, 2.0791, 1.5851], [-0.7186, -0.5672, -2.3635], [-3.2597, 3.5837, 11.3421], [3.7090, -0.7145, -7.7206], [0.0772, 7.5482, 5.1555], [3.1470, 9.1064, -5.6699], [0.1041, -10.2100, 10.6479], [-0.2955, 0.3551, -1.1936], [1.2225, 2.3685, 7.1427], [-0.0543, 0.2987, -1.3383], [1.2887, -0.9690, -1.9623], [-0.5273, -0.5491, -11.3546], [0.5271, -0.7936, 2.3859], [-1.9392, -1.0143, 4.8477], [1.3301, 4.8076, -4.8204], [-5.6159, -6.0307, -5.3012], [3.9366, -1.6582, -3.5396], [-2.1625, 0.0060, -1.1612], [1.3039, -2.3337, 0.0637], [5.9660, 6.5423, 7.9203], [-0.7193, 0.0423, 2.0861], [2.0123, 5.4644, 4.7348], [3.2629, 1.4315, 0.4816], [-5.6981, -9.0731, -9.0445], [-6.2768, 7.7649, 9.5932], [-0.1075, -5.4378, -8.4355], [-1.0151, 1.4573, 1.1770], [8.7082, -7.2295, -6.9326], [-15.5321, -0.8633, -3.0995], [1.9186, -0.2197, -1.1958], [1.5212, -0.5442, 2.6747], [5.0395, 7.4198, 6.0841], [10.5957, 0.8429, 2.6704], [-2.7837, 1.4509, 1.3650], [-1.3134, -2.3738, -2.3859], [-5.3331, 8.4037, 2.2616], [-1.8096, -2.4118, 0.6454], [2.4414, -2.3310, 1.2632], [3.5653, -2.7095, -3.1248], [-0.8344, -0.7318, -0.3140], [-1.8933, -1.0904, 7.2931], [-3.9855, -1.2239, -3.1631], [-0.0824, -1.2795, -0.2376], [-1.7140, -1.9767, -2.5912], [-1.6806, -0.4020, 1.7874], [0.5065, 0.0243, 1.1601], [-1.4100, -1.7679, 0.7716], [-1.8164, -0.1100, -2.6582], [-1.7932, 0.4478, 2.8641], [-0.9090, -2.1189, -0.7438], [-0.0633, -0.5665, 1.2434], [0.8754, 2.0348, -0.3757], [1.0968, 0.8565, -1.7750], [-0.6037, 0.3576, 1.8222], [2.8292, 1.1810, 0.3056]]
}